No. 1
11
Properties=species:S:1:pos:R:3:nbo_charge:R:1 method="wB97M-V/def2-TZVPD" molar_mass_da=163.507 gap_ha=0.3921 spin_multiplicity=1 lumo_energy_ev=0.52 de_lowest_kcal_mol=42.52 e_homo_ev=-10.147
Cl 1.2520 0.8045 -2.2114 -0.04
Cl -1.4114 2.1218 -0.8720 -0.36
Cl 0.3291 1.5942 2.0056 -0.35
C -1.1342 -0.8866 0.5038 -1.14
C 1.3819 0.0830 -0.6058 -0.85
Si -0.1973 0.7497 0.2528 1.50
H -0.4576 -1.7947 0.6692 0.25
H -1.6970 -1.1586 -0.3468 0.25
H -1.7384 -0.9909 1.4219 0.25
H 1.4222 -1.0060 -0.7460 0.25
H 2.2507 0.4837 -0.0715 0.24


No. 2
12
Properties=species:S:1:pos:R:3:nbo_charge:R:1 method="wB97M-V/def2-TZVPD" molar_mass_da=191.593 gap_ha=0.3235 smiles="C=[Si](Cl)C[SiH](Cl)Cl" spin_multiplicity=1 lumo_energy_ev=0.32 de_lowest_kcal_mol=52.17 e_homo_ev=-8.482
C 2.3794 -0.2366 -1.2094 -1.20
Si 1.0714 0.6642 -0.4684 1.44
Cl 0.3780 2.4140 -0.9747 -0.34
C -0.1451 0.1860 1.0491 -1.35
Si -1.9335 -0.4627 0.4879 1.25
Cl -3.2471 1.0722 0.6404 -0.36
Cl -1.9566 -1.2033 -1.3910 -0.36
H 2.9276 0.1444 -2.0953 0.25
H 2.8499 -1.0827 -0.6838 0.25
H 0.0228 0.9765 1.9316 0.30
H 0.2804 -0.7325 1.5143 0.26
H -2.6272 -1.7397 1.1991 -0.14


No. 3
11
Properties=species:S:1:pos:R:3:nbo_charge:R:1 method="wB97M-V/def2-TZVPD" molar_mass_da=111.527 gap_ha=0.4544 spin_multiplicity=1 lumo_energy_ev=-3.84 total_charge=+1 de_lowest_kcal_mol=12.45 e_homo_ev=-16.200
C 0.1933 0.1780 0.3354 0.56
C 2.0167 0.7439 0.2802 0.20
N -0.6050 0.7609 1.2324 -0.74
N 0.0081 -0.7371 -0.5525 -0.71
F 2.2967 0.3773 1.5775 -0.32
Cl 2.8381 -0.2636 -1.0078 0.03
H 2.2378 1.8101 0.1985 0.23
H -0.2697 1.4160 1.9035 0.45
H -1.5321 0.2992 1.3150 0.43
H 0.8048 -0.8277 -1.1767 0.43
H -0.8339 -1.0695 -0.8591 0.42


No. 4
11
Properties=species:S:1:pos:R:3:nbo_charge:R:1 method="wB97M-V/def2-TZVPD" molar_mass_da=111.527 gap_ha=0.4229 spin_multiplicity=1 lumo_energy_ev=-3.97 total_charge=+1 de_lowest_kcal_mol=20.76 e_homo_ev=-15.479
C -0.4055 -0.1377 -0.0354 0.52
C 1.4731 0.4948 -0.0353 0.19
N -1.0557 0.3114 1.0091 -0.74
N -0.9169 -0.8992 -1.0133 -0.73
F 1.9008 0.3035 1.2280 -0.31
Cl 2.3187 -0.5243 -1.0980 0.12
H 1.3546 1.5803 -0.0307 0.23
H -0.5460 1.0042 1.4707 0.42
H -1.8412 -0.1095 1.5450 0.45
H -0.4308 -1.0210 -1.8816 0.43
H -1.8512 -1.0024 -1.1585 0.42


No. 5
10
Properties=species:S:1:pos:R:3:nbo_charge:R:1 method="wB97M-V/def2-TZVPD" molar_mass_da=92.529 gap_ha=0.3978 spin_multiplicity=1 lumo_energy_ev=0.86 de_lowest_kcal_mol=23.51 e_homo_ev=-9.964
H -1.2624 0.5075 -2.0044 0.34
N -0.8892 0.9153 -0.9999 -0.66
C -0.1063 0.1840 -0.3504 0.42
N 0.8187 -0.8304 -0.6678 -0.82
C 0.1379 0.5498 1.1292 -0.48
Cl -0.5828 -0.7524 2.0056 -0.01
H 0.3801 -1.1648 -1.5769 0.36
H 0.5216 -1.6932 -0.0833 0.39
H -0.2619 1.5794 1.4013 0.24
H 1.2444 0.7048 1.1466 0.23


No. 6
12
Properties=species:S:1:pos:R:3:nbo_charge:R:1 method="wB97M-V/def2-TZVPD" molar_mass_da=140.595 gap_ha="0.2697 / 0.2700" spin_multiplicity=1 lumo_energy_ev="-0.91 / -0.87" de_lowest_kcal_mol=66.93 e_homo_ev="-8.251 / -8.214"
O -0.8668 1.9582 -0.0442 -0.65
C -0.3511 1.0724 0.7678 0.44
N 0.4549 0.0982 0.7662 -0.54
C 1.4443 -0.1514 -0.1658 -0.15
Cl 1.3154 0.9492 -1.7020 -0.19
H -0.3791 2.0975 -0.8068 0.50
H -0.6958 1.0822 1.7979 0.17
H 1.3022 -1.2400 -0.5837 0.22
H 2.3553 -0.0892 0.3183 0.21
N -1.5186 -2.2124 -0.4773 -0.79
S -1.0992 -2.1418 1.0109 0.43
H -1.9615 -1.4229 -0.8814 0.34


No. 7
11
Properties=species:S:1:pos:R:3:nbo_charge:R:1 method="wB97M-V/def2-TZVPD" molar_mass_da=125.495 gap_ha=0.3643 smiles="O=C[C@H](P)NCl" spin_multiplicity=1 lumo_energy_ev=0.28 de_lowest_kcal_mol=93.41 e_homo_ev=-9.631
O 0.9512 0.2079 2.6094 -0.51
C 0.3124 0.8073 1.7825 0.40
C -0.2768 0.1397 0.5285 -0.39
P 0.4622 -1.5205 -0.0382 0.29
N -0.0649 0.9846 -0.6309 -0.61
Cl -0.7531 2.5997 -0.3629 0.07
H 0.1286 1.9173 1.9864 0.14
H -1.5801 0.2020 0.7720 0.21
H 1.6117 -0.8980 -0.4999 -0.01
H 1.1040 -1.9735 1.0763 0.01
H -0.3955 0.5834 -1.4918 0.39


No. 8
11
Properties=species:S:1:pos:R:3:nbo_charge:R:1 method="wB97M-V/def2-TZVPD" molar_mass_da=127.487 gap_ha="0.3381 / 0.2524" spin_multiplicity=1 lumo_energy_ev="3.38 / 2.85" total_charge=-1 de_lowest_kcal_mol=104.61 e_homo_ev="-5.817 / -4.014"
C 0.1375 2.5504 1.3058 -0.57
C 0.3555 1.2825 1.0974 -0.05
O 0.6869 -2.9726 0.7577 -1.09
O 0.3318 -1.8392 -1.4689 -1.08
P -0.1964 -2.0988 -0.0414 1.62
Cl -0.9290 -0.0906 -3.1544 -0.66
H 0.9156 3.2603 1.5949 0.19
H -0.8518 2.9803 1.2378 0.20
H 1.2482 0.6909 1.1122 0.17
H -0.2315 -1.0464 -2.2016 0.41
H -1.4667 -2.7168 -0.2394 -0.15


No. 9
11
Properties=species:S:1:pos:R:3:nbo_charge:R:1 method="wB97M-V/def2-TZVPD" molar_mass_da=112.512 gap_ha=0.3391 spin_multiplicity=1 lumo_energy_ev=-0.35 de_lowest_kcal_mol=94.48 e_homo_ev=-9.579
C 1.0643 0.4264 -0.6390 -0.69
C -0.1446 0.1798 0.2203 0.83
O -0.2087 0.5106 1.5153 -0.66
O -0.1962 -1.8683 0.0302 -0.91
O -1.2282 0.5975 -0.5964 -0.53
Cl -2.7562 0.0867 -0.0918 0.26
H 0.6173 0.5960 -1.6354 0.26
H 1.6623 1.1380 -0.2189 0.23
H 1.7190 -0.5323 -0.7461 0.27
H -1.0978 0.9687 1.6195 0.51
H 0.5687 -2.1032 0.5421 0.43


No. 10
13
Properties=species:S:1:pos:R:3:nbo_charge:R:1 method="wB97M-V/def2-TZVPD" molar_mass_da=144.510 gap_ha="0.2614 / 0.2114" spin_multiplicity=1 lumo_energy_ev="-2.96 / -4.19" de_lowest_kcal_mol=219.44 e_homo_ev="-10.075 / -9.941"
H -2.7919 -0.0128 -0.1810 0.45
O -3.9299 -0.3270 -0.4602 -0.08
O -4.2705 0.0053 -1.6568 0.06
C 0.6789 0.5780 0.4437 -0.12
C 2.0009 -0.0755 0.0194 0.10
O 2.1644 -1.3734 0.5049 -0.71
Cl 3.4597 0.8487 0.4295 -0.03
O -0.3814 -0.1723 -0.1461 -0.30
O -1.7077 0.3692 0.1730 -0.42
H 0.6854 0.5409 1.5432 0.19
H 0.7132 1.6021 0.0596 0.19
H 2.0478 -0.1032 -1.0687 0.17
H 1.3311 -1.8801 0.3397 0.49


No. 11
13
Properties=species:S:1:pos:R:3:nbo_charge:R:1 method="wB97M-V/def2-TZVPD" molar_mass_da=144.510 gap_ha=0.4072 smiles=OC(O)(O)C(O)(O)Cl spin_multiplicity=1 lumo_energy_ev=0.33 de_lowest_kcal_mol=22.61 e_homo_ev=-10.747
O 1.7406 -0.3159 -0.2816 -0.65
C 0.6670 0.3311 0.1148 0.71
O 0.5766 1.8136 -0.7432 -0.81
O 0.6772 0.6976 1.4284 -0.73
C -0.5742 -0.4612 -0.0389 0.51
O -0.4349 -1.1034 -1.2349 -0.71
O -0.7704 -1.3221 1.0000 -0.71
Cl -2.0967 0.6192 -0.2271 -0.16
H 1.5247 -0.8053 -1.0695 0.51
H -0.2851 1.8682 -1.1408 0.47
H 0.3868 1.6678 1.4576 0.53
H -0.9226 -2.0286 -1.1931 0.51
H -0.4889 -0.9609 1.9283 0.54


No. 12
10
Properties=species:S:1:pos:R:3:nbo_charge:R:1 method="wB97M-V/def2-TZVPD" molar_mass_da=112.581 gap_ha=0.3426 spin_multiplicity=1 lumo_energy_ev=0.04 de_lowest_kcal_mol=12.36 e_homo_ev=-9.287
C 0.9599 -0.4258 0.3101 -0.73
C -1.5195 0.5938 -0.2136 0.16
O -2.4432 1.4450 -0.5935 -0.62
S 0.1202 1.1306 -0.0650 0.29
Cl -1.4151 -1.0764 -1.8510 -0.53
H 1.2357 -0.8819 -0.6355 0.25
H 0.2855 -1.0773 0.8552 0.24
H 1.8384 -0.1956 0.8997 0.23
H -1.8713 -0.1419 0.4991 0.21
H -2.0970 2.1415 -1.1668 0.50


No. 13
10
Properties=species:S:1:pos:R:3:nbo_charge:R:1 method="wB97M-V/def2-TZVPD" molar_mass_da=112.581 gap_ha=0.3486 smiles=O[C@H]1CS1.Cl spin_multiplicity=1 lumo_energy_ev=0.82 de_lowest_kcal_mol=24.77 e_homo_ev=-8.669
O 0.6301 -1.3391 0.3683 -0.69
C -0.0729 -0.1835 0.0662 0.06
C -0.2033 0.8755 1.0271 -0.57
S 1.0104 1.3036 -0.1442 0.08
H 0.9589 -1.3496 1.2204 0.47
H -0.7451 -0.3512 -0.6715 0.20
H -0.0017 0.8688 2.1069 0.23
H -1.1476 1.3739 0.9520 0.22
Cl 0.3045 0.8564 -3.2339 -0.26
H 0.6376 -0.3604 -3.0533 0.26


No. 14
12
Properties=species:S:1:pos:R:3:nbo_charge:R:1 method="wB97M-V/def2-TZVPD" molar_mass_da=126.046 gap_ha=0.3909 smiles="CN=[PH](F)F.C#N" spin_multiplicity=1 lumo_energy_ev=0.63 de_lowest_kcal_mol=40.66 e_homo_ev=-10.009
C -0.8862 -0.1319 0.7166 -0.42
N -0.7088 0.7464 -0.3981 -1.01
P 0.0822 0.9300 -1.6760 2.03
F 0.3862 -0.2579 -2.8167 -0.58
F -0.8994 1.7372 -2.5936 -0.55
H -0.3103 0.0726 1.7374 0.19
H -1.9466 -0.0971 0.9955 0.21
H -0.4591 -1.1093 0.3664 0.22
H 1.2782 1.6766 -1.9237 -0.08
C 1.9515 -1.2052 -0.5723 0.08
N 1.5570 -1.8807 0.2144 -0.30
H 1.9876 -0.4996 -1.3575 0.21


No. 15
10
Properties=species:S:1:pos:R:3:nbo_charge:R:1 method="wB97M-V/def2-TZVPD" molar_mass_da=98.032 gap_ha="0.3289 / 0.3289" spin_multiplicity=1 lumo_energy_ev="-0.69 / -0.69" de_lowest_kcal_mol=76.35 e_homo_ev="-9.643 / -9.644"
C -0.8742 0.8679 -0.1982 -0.78
C -0.0675 -0.1033 0.5497 0.52
F 1.8482 0.7653 -0.0842 -0.71
F -0.0580 -0.0143 1.8528 -0.28
P 0.3019 -1.6534 -0.2494 0.34
H -1.5839 0.3042 -0.8243 0.25
H -1.5139 1.5235 0.5559 0.26
H -0.1740 1.5187 -0.8998 0.33
H 1.3307 -2.2778 0.5128 0.04
H 0.7907 -0.9307 -1.2152 0.05


No. 16
10
Properties=species:S:1:pos:R:3:lowdin_spin:R:1 method="wB97M-V/def2-TZVPD" molar_mass_da=98.032 gap_ha="0.2353 / 0.3046" spin_multiplicity=3 lumo_energy_ev="0.93 / -2.20" s2=2.0052 de_lowest_kcal_mol=104.37 e_homo_ev="-5.472 / -10.489"
C 2.4241 1.1425 0.2899 0.84
C 1.8403 0.0028 -0.0548 0.75
F 1.2874 -0.8525 0.8056 0.15
F 1.5930 -0.2968 -1.3422 0.15
P -2.6524 -0.3615 -0.1706 0.00
H 2.9172 1.8109 -0.2817 0.07
H 2.5824 1.3648 1.4057 0.04
H -2.8645 -1.7218 0.3637 0.00
H -4.0047 -0.2708 0.3827 0.00
H -3.1226 -0.8176 -1.3982 0.00


No. 17
12
Properties=species:S:1:pos:R:3:nbo_charge:R:1 method="wB97M-V/def2-TZVPD" molar_mass_da=116.062 gap_ha=0.4014 spin_multiplicity=1 lumo_energy_ev=-6.28 total_charge=+1 de_lowest_kcal_mol=0.00 e_homo_ev=-17.203
C 1.0480 0.6546 -0.4229 -0.77
C 1.0957 -0.5430 0.3122 0.60
N -1.6693 0.5709 -0.1674 0.59
O 1.0320 -1.7193 -0.2058 -0.54
F -2.7775 0.2509 -0.9148 -0.16
F -2.1794 1.2655 0.8676 -0.15
F -1.3473 -0.6634 0.4412 -0.25
H 0.4613 0.4760 -1.3824 0.30
H 0.6054 1.4441 0.1282 0.30
H 2.0949 0.9896 -0.3722 0.33
H 1.1001 -0.3835 1.4090 0.21
H 0.5360 -2.3425 0.3073 0.55


No. 18
10
Properties=species:S:1:pos:R:3:nbo_charge:R:1 method="wB97M-V/def2-TZVPD" molar_mass_da=76.074 gap_ha=0.3563 spin_multiplicity=1 lumo_energy_ev=0.77 de_lowest_kcal_mol=59.41 e_homo_ev=-8.930
C -1.8446 0.9555 -0.9452 -0.47
C 1.7431 -0.8017 0.4709 -0.12
N -1.5434 1.0106 0.2753 0.06
N -1.2653 1.1579 1.3688 -0.04
F 2.0068 -2.1200 0.2079 -0.38
H -1.5427 -0.0114 -1.3995 0.22
H -2.5170 1.4913 -1.4514 0.22
H 2.4686 -0.5910 1.2115 0.18
H 1.8259 -0.3458 -0.4685 0.16
H 0.6687 -0.7453 0.7300 0.16


No. 19
10
Properties=species:S:1:pos:R:3:nbo_charge:R:1 method="wB97M-V/def2-TZVPD" molar_mass_da=76.074 gap_ha=0.3910 smiles="[H]/N=C(/N)CF" spin_multiplicity=1 lumo_energy_ev=0.88 de_lowest_kcal_mol=4.10 e_homo_ev=-9.760
H 0.4199 2.0722 0.0233 0.34
N -0.3354 1.5059 -0.3317 -0.68
C -0.2395 0.2451 -0.1291 0.37
N -1.0918 -0.5749 -0.8834 -0.80
C 0.8462 -0.3305 0.6365 -0.02
F 1.7267 -1.1082 -0.2033 -0.36
H -1.8512 0.0333 -1.2459 0.40
H -1.3786 -1.4497 -0.4286 0.38
H 1.3282 0.5344 1.0804 0.18
H 0.5755 -0.9278 1.4817 0.18


No. 20
10
Properties=species:S:1:pos:R:3:nbo_charge:R:1 method="wB97M-V/def2-TZVPD" molar_mass_da=78.066 gap_ha="0.2270 / 0.2269" spin_multiplicity=1 lumo_energy_ev="4.75 / 4.75" total_charge=-1 de_lowest_kcal_mol=129.17 e_homo_ev="-1.423 / -1.419"
C -0.6264 0.7879 0.5103 -0.71
C -0.6580 -0.5044 -0.2909 0.09
N 1.5478 -0.9610 -0.3523 -0.25
O 2.0665 -0.0827 0.4158 -0.65
F -1.1937 -1.5828 0.3234 -0.40
H -1.2944 0.7892 1.3111 0.18
H -0.8213 1.6419 -0.3098 0.18
H 0.3417 0.7760 1.0226 0.24
H -1.0698 -0.4177 -1.3339 0.09
H 1.7075 -0.4465 -1.2963 0.22